The following is a quantum chemistry calculation of the molecule C4H10N2O3 at a distorted geometry, from OMol25.

The calculation puts the HOMO-LUMO gap at 10.1 eV. Its SMILES is C[C@@H](O)[C@H](N)C(=O)NO. Its charge is 0. As for the calculated total energy: -13430.607 eV. As for the HOMO energy: -9.449 eV.

Each line ends with the natural charge from an NBO analysis.
Element x y z (Å)
C -1.47808 -0.72020 1.16778  -0.649
C -1.41236 -0.08174 -0.18533  0.129
O -2.11278 1.15954 -0.37517  -0.707
C 0.08584 0.11625 -0.78675  -0.180
N 0.73815 -1.20896 -0.78506  -0.868
C 0.85709 1.25641 -0.16137  0.624
O 0.39404 2.40229 -0.07913  -0.619
N 2.06892 0.92985 0.44573  -0.361
O 2.77983 -0.32634 0.24730  -0.565
H -1.18862 0.01597 1.89452  0.211
H -0.75250 -1.54082 1.11021  0.219
H -2.46169 -1.03964 1.39106  0.226
H -1.95313 -0.71671 -0.89656  0.174
H -1.60361 1.76313 0.23519  0.480
H -0.12194 0.42869 -1.81700  0.223
H 0.03520 -1.97529 -0.95737  0.381
H 1.46143 -1.34129 -1.44110  0.387
H 2.74202 1.69876 0.62106  0.399
H 1.92219 -0.81990 0.37197  0.495

***

The following is a quantum chemistry calculation of a cluster of 2 separate species, C4H10N2O4P in total at a distorted geometry, from OMol25.

The calculation puts the HOMO-LUMO gap at 10.0 eV. Its charge is +1. As for the calculated total energy: -24766.179 eV. As for the HOMO energy: -13.203 eV.

Each line ends with the natural charge from an NBO analysis.
Element x y z (Å)
O 2.13083 0.34981 2.30028  -1.111
O 1.89373 -1.58742 4.04483  -0.989
O 0.26812 0.29398 4.04073  -0.997
O 2.66321 0.61257 4.82689  -0.810
C 2.95386 2.01383 4.72044  -0.267
P 1.78196 -0.04128 3.66919  2.537
H 2.59238 -2.03055 3.49199  0.525
H 0.02975 -0.00551 4.95916  0.520
H 3.65209 2.27284 5.53406  0.208
H 3.43154 2.25650 3.75631  0.200
H 2.04493 2.62945 4.82755  0.185
C -2.32673 2.37116 -3.04127  -0.048
C -1.95611 2.01102 -1.77288  -0.043
C -0.13743 1.97778 -3.05321  0.248
N -1.18380 2.34004 -3.80161  -0.457
N -0.60389 1.77654 -1.81702  -0.454
H -3.29904 2.64216 -3.45270  0.271
H -2.54132 1.90584 -0.85933  0.273
H 0.89469 1.86792 -3.38601  0.266
H -1.12553 2.56287 -4.81168  0.467
H -0.01624 1.48493 -1.01519  0.477

***

The following is a quantum chemistry calculation of a cluster of 2 separate species, C4H10N2O5 in total at a distorted geometry, from OMol25.

The calculation puts the HOMO-LUMO gap at 9.4 eV. Its SMILES is OC=C(CO)CO.O/N=N\O. Its charge is 0. As for the calculated total energy: -17522.287 eV. As for the HOMO energy: -8.931 eV.

Each line ends with the natural charge from an NBO analysis.
Element x y z (Å)
O 0.84882 -1.37002 2.72223  -0.666
C 0.50845 -0.14197 2.38082  0.175
C 0.78536 0.50165 1.24553  -0.214
C 0.20795 1.93203 0.96461  -0.068
O -0.81434 1.92198 0.05844  -0.733
C 1.67034 -0.08639 0.16181  -0.105
O 1.38635 -1.45082 0.04003  -0.725
H 1.36813 -1.70907 1.95088  0.499
H -0.03949 0.48529 3.07100  0.179
H -0.11519 2.50231 1.89411  0.175
H 1.08943 2.53802 0.52434  0.157
H -0.67031 2.71629 -0.48268  0.484
H 2.72225 0.12824 0.55275  0.201
H 1.31463 0.43641 -0.81981  0.174
H 0.42853 -1.54479 0.17894  0.488
O -1.74267 0.15363 -1.80618  -0.589
N -1.12239 -1.09201 -1.79784  0.065
N -1.44852 -2.02882 -2.48748  0.068
O -2.58807 -1.99311 -3.29458  -0.551
H -1.32974 0.82662 -1.24588  0.512
H -2.45951 -2.72546 -3.81105  0.473

***

The following is a quantum chemistry calculation of the ion C4H10N2OS with charge -2 at a distorted geometry, from OMol25.

The calculation puts the HOMO-LUMO gap at 5.5 eV. Its SMILES is NC[C@H](C[S-])NC[O-]. Its charge is -2. As for the calculated total energy: -20169.613 eV. As for the HOMO energy: 0.548 eV.

Each line ends with the natural charge from an NBO analysis.
Element x y z (Å)
N -1.18001 -2.14280 -0.31820  -0.922
C -0.60859 -1.26140 0.64047  -0.202
C 0.03385 -0.13812 -0.09953  -0.096
C 1.39022 -0.33642 -0.85295  -0.503
S 1.31720 -1.63339 -2.23199  -0.826
N 0.08749 0.94817 0.97965  -0.722
C -0.34416 2.38918 0.67689  0.150
O 0.46787 3.36374 0.94459  -0.959
H -0.46225 -2.65817 -0.91112  0.392
H -1.67332 -1.77099 -1.07793  0.347
H 0.09731 -1.79544 1.35662  0.166
H -1.43310 -0.91439 1.33559  0.179
H -0.67049 0.21026 -0.85029  0.167
H 2.15903 -0.80744 -0.37945  0.193
H 1.54131 0.60099 -1.39381  0.205
H 1.10884 1.01669 1.28396  0.338
H -0.57334 2.47548 -0.36689  0.055
H -1.25788 2.45402 1.26440  0.040

***

The following is a quantum chemistry calculation of the molecule C4H10N2OS at a distorted geometry, from OMol25.

The calculation puts the HOMO-LUMO gap at 9.6 eV. Its SMILES is NCC(=O)NCCS. Its charge is 0. As for the calculated total energy: -20172.801 eV. As for the HOMO energy: -8.983 eV.

Each line ends with the natural charge from an NBO analysis.
Element x y z (Å)
N 2.88876 0.61736 0.84298  -0.823
C 1.53742 0.11758 0.68235  -0.315
C 0.82882 0.71042 -0.53544  0.661
O 1.04593 1.85204 -0.88663  -0.605
N 0.15253 -0.12286 -1.40911  -0.651
C -0.70654 -1.27417 -1.13931  -0.222
C -2.03119 -0.98475 -0.36418  -0.519
S -1.87912 -0.29371 1.32787  -0.052
H 3.51557 0.12698 0.23605  0.355
H 3.00147 1.61118 0.76899  0.380
H 1.54740 -0.96580 0.59924  0.198
H 0.98869 0.46147 1.55527  0.221
H 0.13694 0.16512 -2.37475  0.401
H -0.13360 -1.91925 -0.45960  0.189
H -1.04677 -1.74961 -2.05152  0.213
H -2.62850 -1.88533 -0.31506  0.224
H -2.52289 -0.19358 -0.93936  0.214
H -2.42541 -1.39045 1.89094  0.131

***

The following is a quantum chemistry calculation of the molecule C4H10N2OS at a distorted geometry, from OMol25.

The calculation puts the HOMO-LUMO gap at 9.7 eV. Its SMILES is CC(C)N(S)/C=N\O. Its charge is 0. As for the calculated total energy: -20167.753 eV. As for the HOMO energy: -9.215 eV.

Each line ends with the natural charge from an NBO analysis.
Element x y z (Å)
C -0.27129 -1.77326 -0.74115  -0.638
C 0.37946 -0.32101 -0.46852  -0.054
C -0.16836 0.66405 -1.50168  -0.659
N 0.39990 0.05562 0.99726  -0.713
S 1.87173 -0.50751 1.61450  0.225
C -0.82819 0.67528 1.50185  0.144
N -1.10322 1.94958 1.30023  -0.074
O -0.06415 2.67384 0.65093  -0.556
H -1.36233 -1.71366 -0.65857  0.214
H 0.21429 -2.39852 0.07056  0.216
H -0.01884 -2.04326 -1.83919  0.223
H 1.49787 -0.26673 -0.76756  0.207
H -1.41024 0.76048 -1.23634  0.206
H 0.21613 1.76696 -1.23205  0.229
H 0.02704 0.40507 -2.63167  0.248
H 1.42159 -1.77468 2.29051  0.101
H -1.44229 -0.02836 2.27536  0.214
H 0.64091 1.87610 0.37551  0.468

***

The following is a quantum chemistry calculation of the molecule C4H10N2OS at a distorted geometry, from OMol25.

The calculation puts the HOMO-LUMO gap at 9.3 eV. Its SMILES is COCS/C(C)=N\N. Its charge is 0. As for the calculated total energy: -20171.160 eV. As for the HOMO energy: -8.504 eV.

Each line ends with the natural charge from an NBO analysis.
Element x y z (Å)
C -0.00901 -2.72299 -1.43678  -0.259
O -0.09637 -1.34109 -1.23759  -0.556
C 1.00780 -0.90831 -0.47756  -0.225
S 1.03710 0.84349 -0.23584  0.187
C -0.17420 1.07501 1.04086  0.014
C 0.36230 1.25553 2.40029  -0.645
N -1.43324 0.93163 0.84637  -0.205
N -1.88439 0.83064 -0.43086  -0.634
H -0.16867 -3.26527 -0.53534  0.171
H 0.97643 -3.11295 -1.93717  0.169
H -0.86292 -3.01680 -2.08154  0.199
H 0.93922 -1.43767 0.49610  0.185
H 1.95042 -1.12900 -0.96748  0.197
H 0.83119 2.17533 2.60082  0.222
H -0.44884 1.15443 3.13778  0.231
H 1.13702 0.48488 2.47995  0.214
H -1.27621 0.44697 -1.13311  0.374
H -2.79818 0.40160 -0.45534  0.363

***

The following is a quantum chemistry calculation of the molecule C4H10N2OS at a distorted geometry, from OMol25.

The calculation puts the HOMO-LUMO gap (spin up / spin down) at 4.9 / 6.9 eV. As for the spin multiplicity: 3. Its charge is 0. As for the calculated total energy: -20166.433 eV. The expectation value of S² is 2.008. As for the HOMO energy (spin up / spin down): -4.191 / -9.381 eV.

Each line ends with the natural charge from an NBO analysis.
Element x y z (Å)
C 1.21110 0.08529 -0.31936  -0.227
C -0.19573 0.31513 0.14130  0.042
C -0.60985 1.73638 0.28390  -0.612
C -0.38142 -0.43426 1.45000  -0.613
N 1.24056 -1.23575 -0.83185  -0.841
N -0.92774 -0.31805 -0.93683  -0.854
O -0.65657 -2.84158 -1.41203  -0.800
S -0.13268 -1.57942 -1.79216  1.395
H 1.65897 0.83362 -1.02868  0.188
H 1.99911 0.10303 0.56953  0.203
H -1.73504 1.77055 0.56107  0.214
H -0.54127 2.19934 -0.70410  0.216
H -0.11908 2.35589 1.10201  0.231
H 0.65763 -0.73722 1.71351  0.217
H -1.06438 -1.23010 1.47792  0.233
H -0.90552 0.31533 2.13404  0.210
H 2.16393 -1.47752 -1.07354  0.401
H -1.66204 0.13936 -1.33472  0.398

***

The following is a quantum chemistry calculation of the molecule C4H10N2S at a distorted geometry, from OMol25.

The calculation puts the HOMO-LUMO gap at 9.4 eV. Its SMILES is N[C@@H]1CN[C@@H]1CS. Its charge is 0. As for the calculated total energy: -18122.724 eV. As for the HOMO energy: -8.576 eV.

Each line ends with the natural charge from an NBO analysis.
Element x y z (Å)
N 0.03851 -1.28527 1.33931  -0.847
C -0.11472 0.14021 1.05098  -0.038
C -1.36072 0.94393 0.24364  -0.241
N -0.30396 1.59623 -0.56453  -0.645
C 0.74577 0.70041 -0.30374  -0.046
C 0.82096 -0.37017 -1.26100  -0.580
S 1.95585 -1.64280 -0.89499  -0.066
H -0.63110 -1.47885 2.24190  0.380
H -0.39821 -1.86774 0.63706  0.371
H 0.08328 0.81927 1.92904  0.210
H -2.17295 1.62075 0.73484  0.194
H -1.90641 0.28510 -0.37798  0.159
H -0.67869 1.78591 -1.51533  0.364
H 1.79647 1.08141 -0.04708  0.193
H -0.13953 -0.78837 -1.27367  0.187
H 0.84505 0.13900 -2.30081  0.226
H 1.42040 -1.67901 0.36236  0.177

***

The following is a quantum chemistry calculation of the molecule C4H10N2S2 at a distorted geometry, from OMol25.

The calculation puts the HOMO-LUMO gap at 9.4 eV. Its SMILES is N[C@@H]1[C@H](N)[C@H](S)[C@H]1S. Its charge is 0. As for the calculated total energy: -28959.633 eV. As for the HOMO energy: -8.692 eV.

Each line ends with the natural charge from an NBO analysis.
Element x y z (Å)
N -1.51534 1.47082 -0.59827  -0.829
C -0.96382 0.50010 0.31542  -0.054
C 0.58330 0.79119 0.66593  -0.050
N 1.07564 1.55852 -0.44259  -0.882
C 0.85924 -0.77255 0.38770  -0.329
S 2.37046 -1.37791 -0.46104  -0.040
C -0.51587 -0.82715 -0.34778  -0.399
S -1.43135 -2.32993 -0.26240  0.006
H -2.48107 1.16716 -0.85656  0.365
H -1.06129 1.27088 -1.49729  0.359
H -1.63950 0.25139 1.18216  0.207
H 0.89739 1.11014 1.65667  0.182
H 0.59448 2.44248 -0.64932  0.391
H 2.09806 1.73217 -0.31981  0.376
H 0.90068 -1.37085 1.29689  0.218
H 2.33654 -2.48301 0.39235  0.136
H -0.41722 -0.67585 -1.47558  0.240
H -1.69031 -2.45762 1.01351  0.103

***

The following is a quantum chemistry calculation of the ion C4H10N3 with charge +1 at a distorted geometry, from OMol25.

The calculation puts the HOMO-LUMO gap at 11.5 eV. Its SMILES is [H]/N=C/N1[C@H](C)[N@H+]1C. Its charge is +1. As for the calculated total energy: -8770.134 eV. As for the HOMO energy: -14.362 eV.

Each line ends with the natural charge from an NBO analysis.
Element x y z (Å)
H 3.76888 0.80686 0.40143  0.399
N 2.90103 0.30456 0.29843  -0.654
C 1.91796 0.96315 -0.08801  0.279
N 0.57027 0.68130 0.05058  -0.274
C -0.68360 0.48376 -0.40968  0.185
C -1.89924 1.05078 0.39111  -0.653
N 0.00902 -0.50810 0.41553  -0.185
C 0.35430 -1.80018 -0.13201  -0.445
H 1.94961 2.08050 -0.45404  0.188
H -0.89502 0.17538 -1.47380  0.237
H -1.63485 1.27667 1.54121  0.243
H -2.69384 0.26881 0.24158  0.245
H -2.24614 1.99410 0.02726  0.261
H -0.34757 -0.57493 1.33770  0.426
H 1.41126 -1.68519 -0.36195  0.266
H 0.29318 -2.51861 0.66118  0.248
H -0.35603 -2.03251 -0.91409  0.234

***

The following is a quantum chemistry calculation of the ion C4H10N3 with charge +1 at a distorted geometry, from OMol25.

The calculation puts the HOMO-LUMO gap at 9.1 eV. Its SMILES is C/C(N)=C/NC=[NH2+]. Its charge is +1. As for the calculated total energy: -8773.392 eV. As for the HOMO energy: -12.618 eV.

Each line ends with the natural charge from an NBO analysis.
Element x y z (Å)
C -2.42478 0.27140 -0.48016  -0.654
C -1.08838 0.06626 0.13673  0.255
N -0.95751 -0.98089 1.02158  -0.790
C -0.04879 0.90101 -0.11622  -0.268
N 1.24786 0.88298 0.50775  -0.510
C 2.27766 0.14036 0.15601  0.395
N 2.19404 -0.95170 -0.65632  -0.712
H -2.31651 -0.30213 -1.42735  0.254
H -2.61814 1.31557 -0.93739  0.252
H -3.15457 -0.00607 0.21127  0.235
H -0.13393 -1.36770 1.22458  0.381
H -1.78410 -1.38617 1.43183  0.411
H -0.14548 1.85937 -0.74599  0.237
H 1.45165 1.70589 1.09620  0.439
H 3.30052 0.37218 0.52275  0.237
H 2.93870 -1.35755 -1.02655  0.419
H 1.26174 -1.16281 -0.91872  0.418